Molecular formula: C5H9ClNO4
Method: DFT, ωB97M-V/def2-TZVPD

Each line ends with the Mulliken charge.
Element x y z (Å)
Cl  -1.36036  1.48744  0.22089  -0.120
C  -0.58632  -0.10746  0.09383  0.420
C  -0.38850  -0.48372  -1.37857  -1.299
N  1.00877  -0.18411  -1.85897  -0.489
C  1.61263  0.89622  -1.01879  -0.939
C  1.76869  0.29779  0.35732  -0.623
O  0.55664  -0.19136  0.88588  -0.320
H  -1.31909  -0.78911  0.53789  0.258
H  -0.61597  -1.52902  -1.57221  0.411
H  -1.06952  0.11974  -1.97106  0.383
H  1.59733  -1.01760  -1.73857  0.517
H  1.01998  0.03826  -2.86155  0.746
H  0.94574  1.75317  -1.05427  0.278
H  2.57895  1.18203  -1.43320  0.587
H  2.22714  1.01417  1.04114  0.348
H  2.45798  -0.55393  0.27663  0.380
C  -2.61962  -0.47939  2.88953  0.675
O  -2.23685  0.63081  3.39870  -0.721
O  -2.15404  -1.59800  3.31568  -0.740
O  -3.42359  -0.48592  1.86968  -0.753

As for the total charge: -1. The HOMO-LUMO gap comes out at 2.006 eV. For the molar mass, the calculation gives 182.58 g/mol. The spin multiplicity is 1. As for the total energy: -1011.672575 Eh.



Molecular formula: C21H34BrClF7LiMg2N2O13S3
Method: DFT, ωB97M-V/def2-TZVPD

Each line ends with the Mulliken charge.
Element x y z (Å)
C  3.16299  3.51080  3.00319  0.747
C  3.81818  2.53820  2.68878  -0.921
S  4.84628  1.17898  2.11979  0.147
C  3.72182  -0.15036  1.46058  -0.520
C  2.52110  -0.41790  2.46489  -1.239
C  1.15414  0.29258  2.08238  1.247
C  0.71342  0.13370  0.57051  -0.620
C  -0.66861  0.85437  0.21220  -0.265
O  -0.52492  2.19295  -0.28410  -0.377
C  0.05697  3.08039  0.68334  0.137
C  -0.14003  4.61658  0.35295  -1.136
C  5.90328  1.88348  0.78278  -0.837
C  7.14787  0.97651  0.37863  -0.510
C  8.55844  1.65299  0.76701  0.424
N  9.44436  1.04965  1.74001  -0.521
O  8.97354  2.74969  0.20983  -0.430
H  2.73904  4.43758  3.47301  0.386
H  4.36356  -1.09293  1.46686  0.436
H  3.42451  0.01234  0.38808  0.463
H  2.83808  0.02045  3.47056  0.442
H  2.34446  -1.52264  2.62168  0.417
H  0.34631  -0.20812  2.70621  -0.719
H  1.19346  1.36191  2.45120  -0.045
H  1.46306  0.49512  -0.19095  0.242
H  0.54305  -0.97817  0.39035  0.392
H  -1.43251  0.79053  1.04131  0.052
H  -1.10257  0.25104  -0.64979  0.348
H  -0.29770  2.79625  1.72151  0.209
H  1.18475  2.88115  0.66800  -0.012
H  0.67470  4.89051  -0.39083  0.295
H  0.04436  5.18672  1.31924  0.315
H  -1.15413  4.84347  -0.07555  0.264
H  5.26545  2.18708  -0.10217  0.540
H  6.32820  2.86070  1.18594  0.486
H  7.14906  0.91196  -0.74508  0.351
H  7.08000  -0.09015  0.74119  0.463
H  9.92714  1.84840  2.17870  0.370
H  10.19813  0.52873  1.25178  0.361
C  -4.08859  2.63268  -2.63535  -0.369
C  -3.32847  3.40453  -1.60185  0.865
O  -4.21514  3.43094  -0.50025  -0.308
C  -4.95865  2.28984  -0.60135  0.612
O  -5.61512  1.83914  0.28236  -0.521
O  -4.84708  1.72748  -1.83771  -0.275
F  -3.10770  4.68048  -2.00924  -0.320
H  -4.76753  3.26169  -3.21675  0.261
H  -3.43269  2.09672  -3.32234  0.230
H  -2.38406  2.94395  -1.30119  -0.140
C  -3.48452  -1.44195  -5.22367  -0.677
O  -2.26625  -1.66382  -5.94081  -0.335
C  -1.35808  -0.69049  -5.80244  0.811
O  -1.48912  0.31278  -5.14551  -0.555
O  -0.27697  -1.02533  -6.52019  -0.339
C  0.78141  -0.07104  -6.46580  -0.599
H  -4.15680  -2.31144  -5.41206  0.200
H  -3.29362  -1.38048  -4.15009  0.366
H  -3.98146  -0.53686  -5.57959  0.410
H  1.14309  0.04513  -5.44239  0.256
H  0.45638  0.88854  -6.87083  0.291
H  1.59787  -0.44746  -7.08082  0.229
Cl  -5.63103  -3.05284  -4.91711  -0.424
Mg  -6.78336  -5.36312  -5.46128  1.056
C  -4.16115  -4.86761  5.22734  0.643
F  -4.30469  -6.19685  5.26836  -0.192
F  -5.39616  -4.34301  5.11773  -0.223
F  -3.69455  -4.48501  6.43703  -0.239
S  -3.06425  -4.32664  3.86994  1.039
O  -3.71502  -4.77921  2.67030  -0.617
O  -1.79614  -4.95081  4.15259  -0.632
N  -3.15157  -2.75646  4.16429  -0.223
S  -2.29439  -1.88467  3.17969  0.931
O  -2.75792  -1.79577  1.82265  -0.621
O  -0.85381  -1.96545  3.33378  -0.664
C  -2.72143  -0.26468  3.91111  0.709
F  -2.34899  -0.18032  5.24001  -0.429
F  -4.02865  -0.01856  3.88611  -0.196
F  -2.12188  0.78501  3.28408  -0.178
C  -2.50429  -6.14115  -3.89942  -0.386
O  -3.13707  -7.11321  -4.54043  -0.436
H  -3.01774  -5.69892  -3.02267  0.219
H  -1.51543  -6.39792  -3.45933  0.285
H  -2.24637  -5.23641  -4.48614  0.152
Li  -0.72452  -0.66752  6.68826  0.556
Br  9.03487  1.76022  -1.61171  0.053
Mg  -1.91836  1.66574  5.46239  0.345

As for the total charge: +2. The HOMO-LUMO gap comes out at 0.933 eV. For the molar mass, the calculation gives 922.60 g/mol. The spin multiplicity is 1. The energy above the lowest of the compared OMol25 structures with the same formula, charge and spin is 3.2684 eV. As for the total energy: -7242.568499 Eh.



Among the records above, which one has the highest total charge? C21H34BrClF7LiMg2N2O13S3